# 1
9 unconnected molecules or ions with the total composition C33H96F3N8O11S in a non-equilibrium geometry. Source: the OMol25 dataset; level of theory: ωB97M-V/def2-TZVPD.

Values from the calculation:
Total charge = +7
Energy = -3275.47273 a.u.
Largest force on an atom = 2.02 eV/Å
E_HOMO = -22.3 eV
Energy relative to the best compared isomer or geometry (same formula, charge and spin) = 0.000 eV
Spin multiplicity = 1

Geometry as XYZ:
```
152
C33H96F3N8O11S, DFT ωB97M-V/def2-TZVPD
C 7.119 -4.431 0.609
C 5.986 -4.730 -0.376
C 4.658 -3.969 -0.243
O 4.202 -4.212 1.056
C 3.170 -3.406 1.586
N 6.544 -4.534 -1.757
H 7.458 -4.976 -1.920
H 5.947 -4.968 -2.466
H 6.677 -3.553 -2.016
H 6.780 -4.639 1.621
H 7.528 -3.430 0.456
H 7.983 -5.078 0.434
H 5.636 -5.765 -0.388
H 3.900 -4.348 -0.948
H 4.767 -2.903 -0.499
H 3.418 -3.226 2.636
H 2.173 -3.848 1.511
H 3.062 -2.360 1.264
C 0.268 7.609 3.709
C -0.998 6.885 3.268
C -0.735 5.402 3.046
O -1.897 4.809 2.534
C -1.887 3.378 2.449
N -2.092 7.022 4.329
H -1.842 6.770 5.287
H -2.479 7.974 4.350
H -2.927 6.488 4.065
H 0.044 8.654 3.927
H 1.043 7.600 2.947
H 0.608 7.142 4.636
H -1.356 7.395 2.374
H -0.454 4.974 4.018
H 0.097 5.312 2.340
H -1.596 2.936 3.404
H -1.140 3.076 1.707
H -2.847 3.002 2.109
C 0.983 1.915 5.017
C 0.529 0.599 5.628
C -0.945 0.510 6.000
O -1.733 0.603 4.833
C -3.112 0.221 4.917
N 0.845 -0.506 4.602
H 1.864 -0.521 4.546
H 0.628 -1.465 4.883
H 0.390 -0.328 3.688
H 0.614 2.764 5.594
H 0.680 2.099 3.986
H 2.065 2.037 5.115
H 1.186 0.289 6.439
H -1.171 1.284 6.736
H -1.210 -0.476 6.399
H -3.167 -0.868 4.804
H -3.702 0.627 4.101
H -3.518 0.458 5.899
C -4.315 2.011 -1.952
C -5.301 2.879 -2.754
C -4.566 3.491 -3.935
O -5.551 4.146 -4.717
C -5.626 3.840 -6.101
N -6.500 2.076 -3.223
H -6.063 1.329 -3.763
H -7.007 1.623 -2.458
H -7.172 2.708 -3.670
H -3.462 2.573 -1.573
H -3.928 1.211 -2.588
H -4.711 1.586 -1.028
H -5.651 3.763 -2.219
H -4.117 2.671 -4.511
H -3.761 4.100 -3.525
H -5.194 2.870 -6.380
H -5.101 4.583 -6.702
H -6.678 3.756 -6.368
C 2.879 2.742 1.575
C 4.107 1.998 1.070
C 4.533 0.862 1.967
O 5.731 0.278 1.498
C 6.092 -0.864 2.293
N 3.920 1.468 -0.371
H 4.762 1.025 -0.739
H 3.077 0.872 -0.269
H 3.732 2.241 -1.008
H 2.047 2.044 1.660
H 2.670 3.618 0.960
H 3.053 3.161 2.566
H 4.955 2.671 0.937
H 3.758 0.088 2.051
H 4.669 1.288 2.967
H 6.711 -1.511 1.675
H 5.231 -1.467 2.591
H 6.665 -0.480 3.136
C -1.861 -6.525 -4.786
C -0.533 -5.907 -4.435
C -0.579 -4.482 -3.783
O 0.724 -4.193 -3.273
C 0.753 -3.163 -2.283
N 0.162 -6.825 -3.423
H 1.155 -6.625 -3.291
H -0.206 -6.704 -2.474
H 0.068 -7.835 -3.576
H -1.804 -7.547 -5.155
H -2.366 -5.880 -5.505
H -2.492 -6.515 -3.892
H 0.192 -5.939 -5.248
H -1.356 -4.408 -3.018
H -0.704 -3.761 -4.594
H 1.829 -3.022 -2.167
H 0.258 -3.398 -1.340
H 0.421 -2.158 -2.569
C 1.988 0.699 -4.700
C 1.074 1.468 -5.654
C 0.086 2.334 -4.888
O -0.663 3.101 -5.812
C -0.715 4.493 -5.537
N 1.980 2.392 -6.473
H 1.420 2.918 -7.162
H 2.458 3.119 -5.939
H 2.637 1.890 -7.077
H 1.452 -0.092 -4.171
H 2.362 1.333 -3.892
H 2.851 0.192 -5.133
H 0.615 0.807 -6.384
H 0.524 2.983 -4.127
H -0.642 1.648 -4.444
H -1.442 4.940 -6.209
H 0.225 5.051 -5.530
H -1.148 4.663 -4.541
C -3.538 -2.606 0.859
C -2.976 -2.935 2.238
C -3.794 -3.851 3.156
O -3.135 -3.789 4.388
C -3.860 -4.451 5.427
N -1.575 -3.524 2.095
H -0.934 -2.797 1.723
H -1.213 -3.815 3.009
H -1.537 -4.357 1.509
H -4.592 -2.364 1.015
H -3.451 -3.440 0.165
H -3.157 -1.689 0.414
H -2.842 -2.060 2.876
H -3.760 -4.870 2.747
H -4.835 -3.520 3.188
H -3.329 -4.453 6.374
H -4.051 -5.491 5.145
H -4.849 -4.004 5.553
C -0.900 0.796 -0.757
F -0.526 2.055 -0.606
F -2.172 0.657 -0.351
F -0.832 0.400 -2.024
S 0.131 -0.208 0.524
O 1.558 -0.021 0.239
O -0.285 0.376 1.806
O -0.202 -1.634 0.434
```

# 2
A molecular structure, C4H3GaLi2O2 in a non-equilibrium geometry. Source: the OMol25 dataset; level of theory: ωB97M-V/def2-TZVPD.

Values from the calculation:
Total charge = +2
Energy = -2243.78228 a.u.
Largest force on an atom = 4.50 eV/Å
E_HOMO (alpha / beta) = -18.0 / -17.9 eV
Energy relative to the best compared isomer or geometry (same formula, charge and spin) = 0.000 eV
Spin multiplicity = 1

Geometry as XYZ:
```
12
C4H3GaLi2O2, DFT ωB97M-V/def2-TZVPD
C -0.756 -0.475 1.452
O 0.114 0.303 2.130
Li -0.835 1.418 -2.504
Li 1.678 -0.696 1.439
H -1.897 -0.805 1.336
C -0.479 -1.039 0.223
C 0.780 -0.736 -0.503
C 0.936 0.434 -1.153
O -0.002 1.461 -1.225
Ga -0.360 1.507 0.610
H -0.957 -2.005 0.021
H 1.779 0.633 -1.827
```

# 3
2 unconnected molecules or ions with the total composition C4H10N4 in a non-equilibrium geometry. Source: the OMol25 dataset; level of theory: ωB97M-V/def2-TZVPD.

Values from the calculation:
Energy = -377.39118 a.u.
Largest force on an atom = 2.33 eV/Å
E_HOMO = -8.6 eV
Energy relative to the best compared isomer or geometry (same formula, charge and spin) = 1.514 eV
Spin multiplicity = 1
SMILES = [H]/N=C(/C)NN.CC#N

Geometry as XYZ:
```
18
C4H10N4, DFT ωB97M-V/def2-TZVPD
H 0.461 1.349 1.919
N 0.567 1.537 0.923
C 0.858 0.509 0.228
C 1.111 0.655 -1.241
N 1.267 -0.705 0.778
N 1.565 -1.799 -0.045
H 0.885 1.671 -1.549
H 2.147 0.412 -1.462
H 0.482 -0.041 -1.792
H 1.022 -0.860 1.754
H 2.209 -2.425 0.428
H 0.709 -2.304 -0.284
C -2.401 0.784 0.023
C -1.782 -0.510 0.103
N -1.474 -1.617 0.211
H -3.242 0.842 0.713
H -2.736 0.967 -0.997
H -1.648 1.533 0.289
```

# 4
2 unconnected molecules or ions with the total composition C15H33N3O5S. Source: the OMol25 dataset; level of theory: ωB97M-V/def2-TZVPD.

Values from the calculation:
Energy = -1529.89657 a.u.
Largest force on an atom = 0.65 eV/Å
E_HOMO = -7.6 eV
Energy relative to the best compared isomer or geometry (same formula, charge and spin) = 0.000 eV
Spin multiplicity = 1

Geometry as XYZ:
```
57
C15H33N3O5S, DFT ωB97M-V/def2-TZVPD
C -1.862 -1.743 3.911
O -1.032 -2.843 3.581
C 0.355 -2.578 3.487
C 0.962 -3.552 2.482
C 0.670 -3.212 1.016
C 1.594 -2.102 0.479
C 1.038 -1.158 -0.592
C 1.800 0.170 -0.719
C 3.301 -0.047 -0.880
O 3.477 -0.779 -2.071
C 4.820 -0.896 -2.514
N 1.296 0.973 -1.842
C -0.081 1.344 -1.514
C -0.822 2.282 -2.482
C -1.821 3.122 -1.648
C -1.232 4.397 -0.999
S -2.460 4.920 0.248
C -0.970 0.099 -1.394
N -0.431 -0.844 -0.349
N -0.634 -0.298 0.962
H -2.624 -2.089 4.615
H -1.293 -0.930 4.378
H -2.387 -1.352 3.027
H 0.836 -2.734 4.466
H 0.546 -1.525 3.217
H 0.566 -4.549 2.710
H 2.049 -3.594 2.648
H -0.399 -2.976 0.938
H 0.830 -4.125 0.430
H 2.451 -2.589 -0.004
H 1.996 -1.508 1.311
H 1.068 -1.656 -1.571
H 1.624 0.761 0.192
H 3.775 0.944 -0.938
H 3.742 -0.575 -0.018
H 4.963 -0.307 -3.426
H 5.527 -0.550 -1.748
H 5.031 -1.949 -2.729
H 1.268 0.350 -2.647
H -0.057 1.837 -0.529
H -0.117 2.918 -3.033
H -1.364 1.686 -3.226
H -2.222 2.461 -0.886
H -2.677 3.452 -2.250
H -1.162 5.122 -1.820
H -0.234 4.314 -0.552
H -1.754 5.888 0.851
H -1.033 -0.445 -2.345
H -1.999 0.349 -1.086
H -0.954 -1.713 -0.456
H -0.924 -1.039 1.588
H -1.347 0.422 0.898
C -4.645 1.633 -0.609
O -5.027 2.769 -0.322
O -3.527 1.246 0.301
O -4.964 0.770 -1.412
H -3.527 2.031 0.876
```

# 5
A molecular structure, C25H24MnN8O6S2 in a non-equilibrium geometry. Source: the OMol25 dataset; level of theory: ωB97M-V/def2-TZVPD.

Values from the calculation:
Total charge = +2
Energy = -3803.16736 a.u.
Largest force on an atom = 1.59 eV/Å
⟨S²⟩ = 0.995
E_HOMO (alpha / beta) = -14.8 / -14.8 eV
Spin multiplicity = 2

Geometry as XYZ:
```
66
C25H24MnN8O6S2, DFT ωB97M-V/def2-TZVPD
Mn 0.571 0.090 0.140
O 1.617 0.138 3.677
S 1.098 0.873 2.586
O 1.898 0.952 1.309
N -0.149 0.074 1.810
C -0.868 -1.068 2.202
C -1.277 -1.440 3.457
C -2.088 -2.586 3.594
C -2.475 -3.318 2.501
C -2.041 -2.954 1.199
C -2.368 -3.641 0.010
C -1.871 -3.197 -1.192
C -1.018 -2.090 -1.218
N -0.681 -1.441 -0.115
C -1.215 -1.839 1.077
C 0.587 2.442 3.018
C 0.146 2.621 4.332
C -0.287 3.880 4.702
C -0.264 4.922 3.781
C 0.192 4.727 2.479
C 0.622 3.477 2.078
H -1.002 -0.858 4.327
H -2.418 -2.880 4.580
H -3.108 -4.188 2.622
H -3.012 -4.512 0.050
H -2.118 -3.692 -2.121
H -0.599 -1.722 -2.146
H 0.169 1.807 5.045
H -0.629 4.053 5.714
H -0.593 5.907 4.085
H 0.223 5.556 1.785
H 1.002 3.315 1.080
C 7.860 -5.958 -1.088
C 6.836 -4.913 -0.643
S 7.404 -3.305 -1.076
O 8.436 -2.916 -0.158
O 7.599 -3.254 -2.505
C 6.014 -2.232 -0.742
C 5.112 -2.109 -1.958
N 3.999 -1.149 -1.712
C 2.812 -1.440 -1.166
N 2.037 -0.338 -1.137
C 2.791 0.704 -1.635
C 3.979 0.202 -2.000
N 5.093 0.964 -2.533
O 4.809 2.070 -2.929
O 6.203 0.502 -2.392
C 2.400 -2.792 -0.698
H 7.506 -6.952 -0.821
H 8.816 -5.792 -0.594
H 8.011 -5.919 -2.165
H 6.704 -4.901 0.441
H 5.870 -5.056 -1.135
H 6.477 -1.273 -0.505
H 5.493 -2.606 0.143
H 4.668 -3.056 -2.255
H 5.677 -1.745 -2.806
H 2.434 1.714 -1.735
H 3.171 -3.532 -0.887
H 1.495 -3.109 -1.212
H 2.211 -2.790 0.378
N -0.332 1.211 -0.867
C -1.067 2.034 -1.377
N -1.845 2.803 -1.843
C -2.118 3.938 -2.465
N -2.391 4.915 -3.007
```

# 6
A molecular structure, C31H37N4O4PSTi in a non-equilibrium geometry. Source: the OMol25 dataset; level of theory: ωB97M-V/def2-TZVPD.

Values from the calculation:
Energy = -3312.65675 a.u.
Largest force on an atom = 1.03 eV/Å
⟨S²⟩ = 2.004
E_HOMO (alpha / beta) = -5.8 / -7.4 eV
Energy relative to the best compared isomer or geometry (same formula, charge and spin) = 0.038 eV
Spin multiplicity = 3

Geometry as XYZ:
```
79
C31H37N4O4PSTi, DFT ωB97M-V/def2-TZVPD
Ti 1.108 -1.218 0.098
N 1.466 2.012 0.295
C 0.663 3.129 0.566
C 1.217 4.338 0.979
C 0.398 5.420 1.265
C -0.979 5.320 1.128
C -1.535 4.111 0.735
C -0.735 3.005 0.473
P -1.393 1.328 0.119
C -1.941 0.802 1.791
C -2.572 -0.442 1.897
C -3.006 -0.910 3.127
C -2.785 -0.161 4.277
C -2.130 1.058 4.186
C -1.717 1.542 2.949
C -2.978 1.763 -0.703
C -4.232 1.712 -0.102
C -5.372 2.046 -0.823
C -5.274 2.439 -2.149
C -4.026 2.495 -2.758
C -2.892 2.150 -2.041
H 2.463 2.148 0.367
H 1.246 1.541 -0.571
H 2.294 4.429 1.058
H 0.846 6.354 1.580
H -1.613 6.172 1.333
H -2.611 4.015 0.645
H -2.696 -1.049 1.009
H -3.503 -1.871 3.190
H -3.115 -0.530 5.239
H -1.948 1.642 5.080
H -1.222 2.504 2.889
H -4.323 1.415 0.935
H -6.341 2.001 -0.341
H -6.164 2.700 -2.707
H -3.940 2.803 -3.792
H -1.919 2.193 -2.522
N 1.155 -0.708 2.400
C 0.704 -1.749 3.353
C 0.881 -3.137 2.749
C 2.331 -3.435 2.338
C 2.425 -4.175 1.008
N 1.788 -3.408 -0.084
H 2.121 -0.452 2.573
H 0.611 0.140 2.528
H -0.352 -1.575 3.559
H 1.240 -1.673 4.303
H 0.221 -3.202 1.879
H 0.530 -3.885 3.464
H 2.831 -4.023 3.112
H 2.903 -2.510 2.229
H 1.957 -5.159 1.101
H 3.475 -4.342 0.770
H 0.930 -3.863 -0.409
H 2.417 -3.376 -0.879
O 1.193 -0.996 -4.061
C 1.852 -0.913 -2.921
O 1.209 -0.983 -1.868
C 3.304 -0.733 -2.984
C 3.901 -0.754 -4.257
C 5.254 -0.588 -4.413
C 6.031 -0.389 -3.267
C 5.463 -0.361 -2.017
C 4.073 -0.535 -1.806
S 3.539 -0.425 -0.148
H 3.264 -0.909 -5.117
H 5.708 -0.610 -5.393
H 7.102 -0.254 -3.362
H 6.078 -0.203 -1.141
N -1.471 -1.089 -2.934
C -2.081 -2.243 -2.234
C -1.170 -2.791 -1.131
O -0.810 -3.966 -1.200
O -0.876 -1.964 -0.188
H -2.185 -0.648 -3.504
H 0.227 -1.126 -3.810
H -1.216 -0.405 -2.223
H -2.272 -3.038 -2.950
H -3.026 -1.955 -1.759
```

# 7
2 unconnected molecules or ions with the total composition C2H4FNO2 in a non-equilibrium geometry. Source: the OMol25 dataset; level of theory: ωB97M-V/def2-TZVPD.

Values from the calculation:
Energy = -383.53814 a.u.
Largest force on an atom = 2.90 eV/Å
E_HOMO (alpha / beta) = -8.6 / -9.3 eV
Energy relative to the best compared isomer or geometry (same formula, charge and spin) = 4.934 eV
Spin multiplicity = 1

Geometry as XYZ:
```
10
C2H4FNO2, DFT ωB97M-V/def2-TZVPD
C 2.309 -1.097 0.215
C -2.331 0.283 0.099
N -0.246 1.257 0.007
O 2.620 -1.904 1.013
O -1.497 1.127 -0.418
F 2.173 -1.389 -1.116
H 2.130 0.011 0.321
H -3.331 0.077 -0.315
H -2.047 -0.337 0.900
H 0.219 1.972 -0.707
```

# 8
2 unconnected molecules or ions with the total composition C5H12NO in a non-equilibrium geometry. Source: the OMol25 dataset; level of theory: ωB97M-V/def2-TZVPD.

Values from the calculation:
Energy = -327.61502 a.u.
Largest force on an atom = 2.33 eV/Å
⟨S²⟩ = 0.761
E_HOMO (alpha / beta) = -6.0 / -8.5 eV
Energy relative to the best compared isomer or geometry (same formula, charge and spin) = 0.328 eV
Spin multiplicity = 2

Geometry as XYZ:
```
19
C5H12NO, DFT ωB97M-V/def2-TZVPD
C -1.470 0.243 -1.366
C -0.068 -0.134 -0.927
C 0.710 0.971 -0.303
C 1.850 1.535 -0.752
C -0.611 0.732 1.784
N 0.221 1.414 0.941
H -1.478 1.183 -1.922
H -2.089 -0.527 -1.816
H -2.048 0.524 -0.469
H -0.119 -1.040 -0.320
H 0.455 -0.372 -1.862
H 2.303 1.125 -1.643
H 2.230 2.414 -0.258
H -0.779 1.185 2.746
H -1.015 -0.235 1.547
H 0.812 2.092 1.393
H 0.697 -4.169 0.557
H 0.007 -3.615 1.755
O 0.392 -3.327 0.914
```

# 9
3 unconnected molecules or ions with the total composition H5S3 in a non-equilibrium geometry. Source: the OMol25 dataset; level of theory: ωB97M-V/def2-TZVPD.

Values from the calculation:
Total charge = -1
Energy = -1197.58098 a.u.
Largest force on an atom = 2.88 eV/Å
E_HOMO = -3.2 eV
Energy relative to the best compared isomer or geometry (same formula, charge and spin) = 0.387 eV
Spin multiplicity = 1

Geometry as XYZ:
```
8
H5S3, DFT ωB97M-V/def2-TZVPD
S 0.112 -1.959 0.409
H -0.663 -2.425 1.288
S 1.446 0.581 -2.138
H 0.577 -0.174 -1.493
H 0.587 1.534 -2.405
S -0.867 1.393 1.209
H -0.231 0.288 0.682
H -0.961 0.762 2.448
```

# 10
3 unconnected molecules or ions with the total composition C15H38N3O4 in a non-equilibrium geometry. Source: the OMol25 dataset; level of theory: ωB97M-V/def2-TZVPD.

Values from the calculation:
Total charge = -1
Energy = -1059.31159 a.u.
Largest force on an atom = 2.44 eV/Å
E_HOMO = -0.9 eV
Spin multiplicity = 1

Geometry as XYZ:
```
60
C15H38N3O4, DFT ωB97M-V/def2-TZVPD
C 1.328 1.093 -2.180
C 0.296 2.299 -1.768
C -1.052 2.118 -2.741
N -1.703 0.825 -2.304
H 1.559 1.182 -3.326
H 0.808 0.047 -2.053
H -0.094 2.156 -0.673
H 0.762 3.380 -1.946
H -0.682 2.064 -3.851
H -1.723 3.072 -2.644
H -2.305 0.933 -1.459
H -2.182 0.322 -3.083
C -5.425 0.949 3.842
O -5.756 -0.378 3.453
C -7.113 -0.517 3.014
C -7.170 -0.775 1.500
N -6.793 0.421 0.739
C -6.564 0.167 -0.687
C -5.409 -0.783 -1.065
O -4.111 -0.263 -0.773
C -3.687 -0.466 0.571
H -4.447 0.926 4.329
H -5.356 1.604 2.971
H -6.156 1.347 4.554
H -7.733 0.342 3.301
H -7.516 -1.397 3.528
H -8.187 -1.074 1.223
H -6.496 -1.609 1.283
H -5.941 0.809 1.133
H -6.361 1.142 -1.147
H -7.494 -0.202 -1.135
H -5.438 -0.905 -2.154
H -5.534 -1.790 -0.650
H -4.081 -1.390 1.002
H -3.966 0.394 1.181
H -2.596 -0.524 0.576
C 8.496 -0.820 1.229
O 7.322 -1.611 1.360
C 6.266 -0.945 2.063
C 5.114 -0.595 1.107
N 5.496 0.474 0.179
C 4.550 0.666 -0.925
C 4.357 -0.507 -1.909
O 5.504 -0.784 -2.713
C 6.472 -1.619 -2.086
H 9.298 -1.461 0.852
H 8.342 -0.011 0.512
H 8.807 -0.411 2.196
H 6.622 -0.061 2.607
H 5.892 -1.657 2.806
H 4.246 -0.272 1.692
H 4.845 -1.508 0.568
H 6.406 0.259 -0.218
H 4.911 1.528 -1.498
H 3.576 0.951 -0.511
H 3.571 -0.208 -2.613
H 3.988 -1.416 -1.420
H 6.023 -2.342 -1.401
H 7.212 -1.005 -1.570
H 7.001 -2.170 -2.868
```